C2H3FFeO2 | ωB97M-V/def2-TZVPD

Computed properties:
2S+1 ... 5
Net charge ... +2
Highest occupied orbital energy (spin up / spin down) ... -21.6 / -21.6 eV
Strongest force on any atom ... 2.337 eV/A

Positions of all 9 atoms, in Å:
1 F -0.31 -1.73 0.32
2 H -1.97 -0.29 -0.34
3 O -1.15 0.26 -0.23
4 C -0.04 -0.56 -0.38
5 C 1.14 0.13 0.29
6 O 1.00 1.24 0.76
7 Fe -0.90 2.18 0.65
8 H 0.15 -0.82 -1.43
9 H 2.09 -0.43 0.37